Computed, not measured: a molecular structure, C18H34N8ReS, with ωB97M-V with the def2-TZVPD basis set.

Values from the calculation:
⟨S²⟩   3.78
Max |F|   1.13 eV Å⁻¹
Net charge   +4
LUMO level (spin up / spin down)   -13.14 / -14.56 eV
Multiplicity   4

CARTESIAN COORDINATES (ANGSTROEM)
Re  -0.4161  -0.0848  0.1505
C  1.3592  -3.1326  -0.2413
C  0.1927  -2.9992  -1.2293
N  -0.2879  -1.5910  -1.4629
C  -1.5812  -1.5742  -2.2152
C  -2.7183  -1.6227  -1.2287
N  -2.5746  -0.4662  -0.2899
C  -3.4291  -0.5888  0.9333
C  -3.1768  -1.8429  1.7723
C  -1.7384  -2.3419  1.8860
N  -0.7238  -1.2425  2.0052
C  0.5393  -1.7445  2.6465
C  1.7324  -0.9526  2.1709
N  1.6806  -0.7541  0.6927
C  2.2608  -1.9151  -0.0805
H  2.0009  -3.9336  -0.6098
H  1.0025  -3.4879  0.7221
H  -0.6466  -3.6060  -0.8914
H  0.4887  -3.3949  -2.2011
H  0.4194  -1.1636  -2.0649
H  -1.6406  -2.4135  -2.9091
H  -1.6299  -0.6581  -2.8058
H  -2.6877  -2.5455  -0.6542
H  -3.6791  -1.5868  -1.7423
H  -2.9100  0.3590  -0.7850
H  -4.4797  -0.5889  0.6364
H  -3.2751  0.3163  1.5232
H  -3.7807  -2.6764  1.4127
H  -3.5608  -1.6162  2.7693
H  -1.4399  -2.9761  1.0517
H  -1.6866  -2.9636  2.7805
H  -1.1281  -0.5700  2.6574
H  0.6443  -2.7993  2.4210
H  0.4592  -1.6657  3.7315
H  2.6447  -1.4750  2.4595
H  1.7646  0.0321  2.6404
H  2.3024  0.0311  0.5034
H  3.1663  -2.2296  0.4405
H  2.5790  -1.5537  -1.0530
C  -2.0868  3.7474  -1.7214
C  -1.5008  2.6474  -0.9018
N  -0.7635  1.6969  -1.3698
N  -0.4255  1.7140  -2.6919
C  0.8648  1.4201  -2.9991
N  1.2959  1.6261  -4.2183
S  1.8426  0.8008  -1.7637
C  -1.6008  2.6799  0.5712
C  -2.2087  3.7295  1.2312
C  -2.0779  3.8613  2.6159
C  -1.3009  2.9408  3.2962
C  -0.7721  1.8762  2.5884
N  -0.9298  1.7136  1.2640
H  -2.2762  3.4750  -2.7568
H  -1.4131  4.6137  -1.7231
H  -3.0375  4.0885  -1.3177
H  -0.9827  2.2502  -3.3401
H  0.7485  2.0741  -4.9447
H  2.2531  1.4057  -4.4619
H  -2.7739  4.4734  0.6890
H  -2.5641  4.6779  3.1364
H  -1.1103  3.0359  4.3578
H  -0.1839  1.1371  3.1196